Computed, not measured: a cluster of 2 separate species, C2H9NS2 in total at a distorted geometry, with wB97M-V/def2-TZVPD.

Element x y z (Å)
C: 1.9512 -1.5191 1.9933
C: 1.4939 -0.1056 2.3262
N: 1.1207 0.7279 1.2256
H: 2.5229 -1.4890 1.0686
H: 2.4882 -2.0736 2.7658
H: 1.1102 -2.2181 1.8830
H: 0.7631 -0.1014 3.1389
H: 2.3169 0.3960 2.8521
H: 0.3014 0.7884 0.6327
H: 1.9326 0.9000 0.6536
S: -1.5841 -0.6419 -0.8907
S: -0.7184 1.0046 -1.9264
H: -0.7725 -0.5280 0.1776
H: -1.6130 1.8891 -1.4943

Charge   0
SMILES   CCN.SS
Largest force on an atom   1.56 eV/A
Energy above the lowest of the compared OMol25 structures with the same formula, charge and spin   88.4 kJ/mol
HOMO-LUMO gap   9.04 eV
Multiplicity   1
HOMO   -8.97 eV